(1)
C43H28N8O7S4Ti | wB97M-V/def2-TZVPD

The value obtained for the highest occupied orbital energy (alpha / beta) is -0.053 / -0.053 Ha. The largest force on an atom comes out at 1.272 eV/A. The frontier orbital gap (alpha / beta) is 0.189 / 0.189 Ha.

```
! wB97M-V def2-TZVPD RIJCOSX def2/J DEFGRID3
* xyz -2 1
Ti -0.01283 -0.67137 0.33070
C -2.44147 2.05386 2.92616
O -2.18817 0.80285 3.59349
C -1.46131 0.08258 2.72284
N -1.24555 0.58858 1.52758
C -2.10329 1.80166 1.45798
C -1.55092 3.01977 0.76859
C -0.48210 3.73370 1.29415
C 0.03141 4.83247 0.62010
C -0.53898 5.24223 -0.58205
C -1.62105 4.54401 -1.10317
C -2.11560 3.43377 -0.42925
C -1.00723 -1.19082 3.02109
C -1.21458 -1.93635 4.16462
C -0.72947 -3.22377 4.24852
C 0.05282 -3.72649 3.16794
C 0.24909 -2.96855 2.07367
N -0.34090 -1.72343 1.91069
C 1.15824 -3.25557 0.99235
N 1.38386 -2.40911 0.05641
C 2.42945 -3.03741 -0.82464
C 2.87550 -4.23518 0.01945
O 1.82193 -4.40287 1.00256
C 3.61028 -2.19635 -1.25905
C 4.82590 -2.83417 -1.51452
C 5.93161 -2.12039 -1.96077
C 5.83584 -0.74928 -2.16635
C 4.62228 -0.11361 -1.93461
C 3.51839 -0.83552 -1.49424
H -3.49254 2.30809 3.06095
H -1.81770 2.82571 3.37459
H -3.01757 1.53727 0.93682
H 0.01013 3.38426 2.19774
H 0.89802 5.35340 1.01872
H -0.12828 6.09326 -1.11656
H -2.05929 4.84068 -2.05141
H -2.94026 2.86218 -0.85117
H -1.77177 -1.48980 4.98478
H -0.89596 -3.82036 5.13795
H 0.53448 -4.69655 3.21829
H 1.91458 -3.39862 -1.71613
H 2.96745 -5.15536 -0.55142
H 3.79868 -4.02998 0.55467
H 4.92252 -3.90909 -1.37877
H 6.86685 -2.63829 -2.14751
H 6.69725 -0.18296 -2.50528
H 4.52482 0.95488 -2.09592
H 2.57342 -0.33582 -1.34689
O -4.96237 -0.04854 -4.46854
N -5.46829 0.37211 -3.45688
O -6.50308 1.00959 -3.43361
C -4.80676 0.04317 -2.14142
C -5.35150 0.65826 -1.05065
C -4.83361 0.30808 0.20543
C -5.44425 0.71696 1.41055
C -4.99629 0.22001 2.59531
C -3.92752 -0.71298 2.57296
N -3.29933 -1.05991 1.48798
C -3.70572 -0.53249 0.29537
C -2.96186 -0.89835 -0.89258
N -1.73616 -1.44289 -0.76210
C -1.22360 -2.18903 -1.91650
C -2.20984 -2.50482 -2.99266
C -3.31183 -1.78026 -3.14061
C -3.68968 -0.81350 -2.10437
H -6.17423 1.35331 -1.15538
H -6.27955 1.41216 1.36579
H -5.44793 0.50777 3.53820
H -3.57544 -1.16898 3.50203
H -0.67391 -3.06514 -1.59491
H -1.95286 -3.29390 -3.68519
H -3.97058 -1.94952 -3.97806
S 1.93786 0.03070 1.94734
C 2.81835 1.31004 1.18362
C 4.05229 1.76879 1.67113
C 4.69454 2.87723 1.14253
C 5.95585 3.31108 1.72203
N 6.95187 3.66020 2.18250
C 4.11345 3.56460 0.06821
C 2.91555 3.09654 -0.45634
C 2.27304 1.96433 0.05535
S 0.79777 1.42346 -0.70047
C 4.72248 4.76231 -0.48795
N 5.19783 5.71746 -0.92361
H 4.50268 1.24951 2.51015
H 2.45844 3.62690 -1.28728
O 0.03527 -2.57223 -5.34298
S 0.92859 -2.67064 -4.20262
O 0.82039 -3.91295 -3.44115
O 2.28067 -2.18817 -4.39586
S 0.17137 -1.16846 -2.79841
*
```

---

(2)
CH4IN3 | wB97M-V/def2-TZVPD

The value obtained for the energy relative to the best compared isomer or geometry (same formula, charge and spin) is 124.63 kcal per mole. The value obtained for the highest occupied orbital energy (alpha / beta) is -0.322 / -0.300 Ha. The largest force on an atom comes out at 3.953 eV/A. The frontier orbital gap (alpha / beta) is 0.310 / 0.300 Ha.

```
! wB97M-V def2-TZVPD RIJCOSX def2/J DEFGRID3
* xyz 0 1
C 0.04615 0.27388 -0.00632
N 1.79202 -1.24837 -0.16137
N 4.70691 -0.56432 0.33880
N 0.46495 -1.05968 -0.11099
I 3.09386 0.20244 -0.05248
H 0.30616 0.72272 -1.00072
H -0.95292 0.47312 0.14145
H 0.51758 0.87900 0.95981
H 0.10106 -1.61494 0.59032
*
```

---

(3)
C22H27N5O3S | wB97M-V/def2-TZVPD

The value obtained for the energy relative to the best compared isomer or geometry (same formula, charge and spin) is 1.96 kcal per mole. The value obtained for the highest occupied orbital energy is -0.296 Ha. As for the SMILES: CCCCn1c(SCC(=O)N2CCCc3ccccc32)nc2c1c(=O)n(C)c(=O)n2C. The largest force on an atom comes out at 1.381 eV/A. The frontier orbital gap is 0.311 Ha.

```
! wB97M-V def2-TZVPD RIJCOSX def2/J DEFGRID3
* xyz 0 1
C -0.40391 1.17638 1.43539
C -1.19012 2.06201 0.47442
C -0.88461 1.76049 -0.99807
C -1.88194 0.79565 -1.65065
N -1.81407 -0.53012 -1.09186
C -0.91670 -1.49844 -1.36617
N -1.06870 -2.58812 -0.63425
C -2.10867 -2.30647 0.17499
C -2.60834 -1.03815 -0.08602
C -3.74748 -0.50951 0.59685
O -4.27881 0.57092 0.40949
N -4.22334 -1.41206 1.55068
C -3.73004 -2.67489 1.85195
O -4.24255 -3.35731 2.71182
N -2.64373 -3.11366 1.12496
C -2.06207 -4.41145 1.38708
H -1.00369 -4.29193 1.61685
H -2.59019 -4.84811 2.23207
H -2.16606 -5.04791 0.50800
C -5.37631 -1.00661 2.33809
H -5.66430 -0.01079 2.00976
H -6.19423 -1.71004 2.18524
H -5.11610 -0.99985 3.39608
S 0.30076 -1.35101 -2.60221
C 1.64980 -2.17920 -1.68613
H 1.20448 -3.05244 -1.21107
H 2.41415 -2.47611 -2.39825
C 2.09711 -1.21325 -0.59928
O 1.67694 -1.37000 0.52943
N 2.89466 -0.17421 -0.96472
C 3.18712 0.86533 -0.04360
C 3.44488 0.58125 1.29461
C 3.69869 1.60107 2.19124
C 3.71145 2.91667 1.76043
C 3.48992 3.19628 0.42615
C 3.23028 2.18723 -0.49341
C 3.05224 2.56269 -1.94109
C 2.63511 1.38317 -2.81296
C 3.33339 0.12042 -2.31595
H 3.12434 -0.70907 -2.98573
H 4.41710 0.28315 -2.28984
H 2.89891 1.56680 -3.85479
H 1.55679 1.22769 -2.76511
H 2.32015 3.36930 -2.02015
H 4.00713 2.96076 -2.30030
H 3.51484 4.21911 0.07785
H 3.90173 3.71860 2.45740
H 3.88931 1.36457 3.22673
H 3.43560 -0.44059 1.63289
H -2.90001 1.15917 -1.49605
H -1.67936 0.72252 -2.72390
H 0.12321 1.34895 -1.07523
H -0.91690 2.68335 -1.57995
H -2.26035 1.94798 0.65201
H -0.93400 3.10257 0.68428
H -0.56750 0.11957 1.24218
H -0.69984 1.38047 2.46175
H 0.66384 1.36722 1.34608
*
```

---

(4)
C27H35N4O | wB97M-V/def2-TZVPD

The value obtained for the energy relative to the best compared isomer or geometry (same formula, charge and spin) is 0.00 kcal per mole. The value obtained for the highest occupied orbital energy is -0.406 Ha. The largest force on an atom comes out at 2.468 eV/A. The frontier orbital gap is 0.252 Ha.

```
! wB97M-V def2-TZVPD RIJCOSX def2/J DEFGRID3
* xyz 1 1
C 2.52797 4.65449 -0.49212
N 2.26173 3.24236 -0.62150
C 3.26170 2.34728 -0.87649
O 4.44491 2.63078 -1.04383
C 2.62628 0.95923 -0.92570
C 3.18038 0.01462 0.14120
C 4.65599 -0.26756 -0.03256
C 5.55002 0.00525 1.00642
C 6.92356 -0.14430 0.80015
C 7.39745 -0.61917 -0.43087
C 6.49509 -0.95171 -1.44808
C 5.12082 -0.78747 -1.24582
N 1.20468 1.25682 -0.74247
C 0.29022 0.26422 -0.68725
C -1.07255 0.48229 -0.51314
C -2.03574 -0.50095 -0.32874
C -3.44018 -0.20078 -0.25614
C -4.44488 -1.19401 -0.43522
C -5.79586 -0.87643 -0.41784
C -6.22552 0.44342 -0.22169
C -7.68644 0.74596 -0.19755
C -5.26111 1.44318 -0.03931
C -3.90936 1.13287 -0.03399
C 0.91594 2.69108 -0.55573
C 0.29882 2.99460 0.81612
C 0.06607 3.29967 -1.68355
H 3.60188 4.81848 -0.58636
H 2.00241 5.21722 -1.27161
H 2.18775 5.01604 0.48438
H 2.80031 0.52902 -1.92968
H 2.99489 0.45770 1.13405
H 2.61476 -0.92859 0.08803
H 5.15674 0.36989 1.95962
H 7.61938 0.12376 1.59579
H 8.47116 -0.72792 -0.59385
H 6.85578 -1.32433 -2.40901
H 4.40345 -1.03785 -2.03181
H 0.68188 -0.75102 -0.79468
H -1.40403 1.51929 -0.52947
H -1.71181 -1.55188 -0.26592
H -4.13000 -2.22151 -0.60363
H -6.54808 -1.65603 -0.56295
H -7.86284 1.81288 -0.02779
H -8.17136 0.45928 -1.14161
H -8.19177 0.18337 0.60063
H -5.58757 2.47690 0.10255
H -3.18800 1.92965 0.15552
H 1.00776 2.71428 1.60657
H 0.08604 4.06825 0.87954
H -0.63177 2.44614 0.97250
H 0.65922 3.33674 -2.60726
H -0.83991 2.72122 -1.87235
H -0.21991 4.32112 -1.40116
C -2.75975 -4.66596 -0.22707
C -1.87480 -4.06199 0.81299
N -1.32044 -2.87938 0.87051
C -0.38447 -2.87221 2.00443
C -0.62306 -4.18051 2.75113
N -1.51711 -4.86298 1.84384
H -3.52893 -5.28162 0.25640
H -3.23394 -3.88904 -0.82680
H -2.15881 -5.30329 -0.89140
H 0.65045 -2.85932 1.62682
H -0.51748 -2.01083 2.66617
H 0.30752 -4.73702 2.88668
H -1.10485 -4.02140 3.72098
H -1.94067 -5.76228 2.02100
*
```

---

(5)
C14H27F6O10S2 | wB97M-V/def2-TZVPD

The value obtained for the energy relative to the best compared isomer or geometry (same formula, charge and spin) is 0.00 kcal per mole. The value obtained for the highest occupied orbital energy is -0.256 Ha. The largest force on an atom comes out at 1.185 eV/A. The frontier orbital gap is 0.345 Ha.

```
! wB97M-V def2-TZVPD RIJCOSX def2/J DEFGRID3
* xyz -1 1
O -14.32962 8.69828 -6.66741
H -14.11224 9.68591 -6.63798
H -13.67950 8.09400 -6.16567
H -15.26936 8.49664 -6.43336
C -13.94472 5.27048 -3.64547
F -15.15108 5.86325 -3.66507
F -13.77662 4.72526 -2.44115
F -13.98418 4.27266 -4.54209
S -12.62450 6.49532 -4.02682
O -12.65771 7.35676 -2.88657
O -11.44079 5.71485 -4.21052
O -13.16614 7.04216 -5.27404
C -14.62285 13.19516 -5.23020
F -15.43096 12.94046 -6.26762
F -14.18868 14.45046 -5.35527
F -15.36474 13.16188 -4.12048
S -13.18621 12.02205 -5.13764
O -12.06290 12.83746 -5.50553
O -13.20449 11.55757 -3.78533
O -13.47466 11.00231 -6.15318
C -18.77618 7.54051 -4.80626
C -18.67790 9.06644 -4.70675
C -17.60494 9.42933 -5.73445
O -16.70258 8.34170 -5.67328
C -17.48964 7.13941 -5.54354
H -19.66577 7.16630 -5.30438
H -18.72403 7.13240 -3.79774
H -18.24811 9.34206 -3.74116
H -19.57596 9.66958 -4.82982
H -17.08561 10.35318 -5.47169
H -18.00699 9.57007 -6.74886
H -16.86612 6.43115 -5.00682
H -17.68753 6.78295 -6.55948
C -12.49249 13.24700 -9.81733
C -12.48068 11.74719 -9.52544
C -13.19948 11.24191 -10.77706
O -14.18062 12.23362 -11.08841
C -13.93306 13.39087 -10.24160
H -11.86432 13.48486 -10.67932
H -12.24770 13.87373 -8.96134
H -13.08330 11.61661 -8.62406
H -11.49120 11.31734 -9.38340
H -13.66469 10.26590 -10.63082
H -12.48907 11.19231 -11.61209
H -14.61725 13.28235 -9.39514
H -14.13236 14.31459 -10.78096
C -17.28530 9.37547 -10.77974
C -16.58291 8.05155 -11.02701
C -16.26275 7.55756 -9.59216
O -16.37635 8.69869 -8.74604
C -16.56806 9.88320 -9.54918
H -18.36341 9.32176 -10.60905
H -17.19421 10.06821 -11.62308
H -15.62911 8.20980 -11.53335
H -17.14980 7.32100 -11.60039
H -15.22632 7.22179 -9.52122
H -16.96120 6.76908 -9.30901
H -15.58881 10.29504 -9.79937
H -17.13804 10.55938 -8.91512
*
```

---

(6)
C20H36Cl2HgN2O3P | wB97M-V/def2-TZVPD

The value obtained for the energy relative to the best compared isomer or geometry (same formula, charge and spin) is 60.03 kcal per mole. The value obtained for the highest occupied orbital energy is -0.110 Ha. The largest force on an atom comes out at 3.576 eV/A. The frontier orbital gap is 0.208 Ha.

```
! wB97M-V def2-TZVPD RIJCOSX def2/J DEFGRID3
* xyz -1 1
O 2.00716 0.84806 -3.21045
C 2.72757 0.72773 -2.23179
C 3.37901 -0.62992 -2.12722
C 2.91232 -1.64344 -1.30481
H 2.16275 -1.42727 -0.52814
C 3.51892 -2.92010 -1.41042
H 3.18354 -3.72333 -0.74677
C 4.52742 -3.16568 -2.34920
H 5.07425 -4.13166 -2.37479
C 4.92064 -2.13658 -3.23371
H 5.69876 -2.30506 -3.98211
C 4.31357 -0.87742 -3.13703
H 4.54355 -0.06095 -3.84264
H 3.41579 1.49985 -1.67490
C 1.18157 2.34381 -0.25551
C 1.86958 1.07906 -0.12067
H 1.81352 3.23794 -0.11220
H 0.39461 2.40710 0.50532
H 0.69618 2.49624 -1.21988
C 2.86424 0.73774 0.74588
C 3.11499 1.40720 2.09546
H 3.48437 -0.15836 0.59121
H 3.85720 2.21719 1.92997
H 3.57858 0.67435 2.80339
H 2.17999 1.81564 2.54446
Hg 0.03236 0.00360 1.31201
Cl 1.36713 -1.92447 2.01298
Cl -1.01231 1.93530 2.30932
C -2.13257 -1.10676 3.98467
O -2.91196 -1.65190 3.18183
N -2.39617 0.05531 4.63250
C -3.70556 0.65598 4.45052
C -1.44330 0.64627 5.57162
H -1.12348 -1.53098 4.23896
H -3.91561 0.77601 3.38209
H -3.66534 1.61661 4.96410
H -4.48856 0.02095 4.88874
H -0.46098 0.79436 5.09902
H -1.31545 -0.01761 6.43970
H -1.86935 1.60153 5.88522
H -3.86378 2.76306 -2.03133
H -2.99386 2.45929 -4.80396
C -2.83051 3.11387 -1.95346
C -2.07008 2.84502 -4.33058
N -1.97473 2.44795 -2.92481
H -2.47317 2.93422 -0.94176
C -1.28972 1.33196 -2.58567
O -1.30653 0.82688 -1.44833
H -1.20853 2.44851 -4.89607
H -0.66673 0.90171 -3.40294
H -2.81737 4.18065 -2.16704
H -2.06632 3.94616 -4.39477
C -1.55312 -3.41968 0.95284
P -1.39263 -1.82654 0.06904
C -0.54391 -2.17315 -1.49822
C -3.12253 -1.33611 -0.30300
H -0.56006 -3.85829 1.12167
H -2.18952 -4.11536 0.37853
H -2.01906 -3.21043 1.93053
H -1.26203 -2.50864 -2.26439
H -0.05117 -1.25397 -1.84413
H 0.20871 -2.95603 -1.31466
H -3.56682 -2.08089 -1.01616
H -3.63763 -1.34403 0.69274
H -3.12781 -0.30250 -0.73082
*
```